[1]
Here is 2 unconnected molecules or ions with the total composition C8H17N3OSi from the OMol25 dataset. Energies are from ωB97M-V/def2-TZVPD.

Summary:
Multiplicity: 1
Kohn-Sham gap (eV): 8.7
HOMO (hartree): -0.3084
Total charge: 0

Structure (XYZ):
```
30
Properties=species:S:1:pos:R:3:forces:R:3
C -3.413261 -1.413891 -0.971313 2.128 1.607 2.335
C -2.952939 -0.779681 1.046572 -0.165 0.170 -2.295
C -1.770125 2.360899 -0.291688 2.530 -0.640 -0.413
C 2.716446 -1.293959 -1.550405 1.310 0.006 1.711
C 3.214909 0.601502 0.638159 0.844 1.393 0.908
C 1.205322 -1.644323 1.107167 -0.050 -2.214 1.061
C 0.414449 0.646770 -0.878313 -0.958 1.220 2.644
C -1.315869 1.103677 0.457901 2.689 1.314 -2.737
N -3.669878 -1.621874 0.342569 -1.085 -1.692 0.924
N -2.564653 -0.403548 -1.051870 1.558 1.018 -2.022
N -2.228643 0.010424 0.187351 -1.697 -1.547 0.876
O -0.965156 1.310874 1.784971 -0.969 0.192 0.781
Si 1.860586 -0.481089 -0.081291 -0.689 1.923 -1.778
H -3.570370 -2.090396 -1.803286 -0.606 0.420 0.185
H -3.021077 -0.688514 2.085865 0.283 0.220 1.229
H -2.535993 2.810709 0.246145 -2.041 0.783 0.730
H -0.974099 3.147214 -0.371389 -0.406 -0.976 0.177
H -2.024956 2.038809 -1.296007 -0.430 0.282 -0.007
H 3.266558 -0.523325 -2.100673 0.105 -0.368 0.028
H 3.337034 -2.178067 -1.276155 0.118 0.900 0.016
H 2.003060 -1.724984 -2.155400 -1.802 -0.688 -1.685
H 3.005735 1.249941 1.605528 0.264 -1.381 -2.016
H 4.115078 -0.083622 0.872921 -1.264 1.160 -0.451
H 3.485757 1.324937 -0.219711 -0.069 -1.007 1.420
H 2.044573 -2.127665 1.642368 -0.128 0.336 -0.070
H 0.503148 -1.327480 1.865602 -0.132 0.483 0.072
H 0.742248 -2.503864 0.611076 -0.190 0.147 -0.184
H -0.243902 0.547249 -1.734942 0.107 -1.080 -0.038
H 0.781994 1.684190 -1.020614 0.000 -0.354 0.515
H -1.445972 2.049086 2.308871 0.741 -1.627 -1.917
```
Forces are in eV/Å.



[2]
Here is a molecular structure, C18H30N2O5P2Ti from the OMol25 dataset. Energies are from ωB97M-V/def2-TZVPD.

Summary:
Multiplicity: 1
Kohn-Sham gap (eV): 7.0
HOMO (hartree): -0.5122
Total charge: +2

Structure (XYZ):
```
58
Properties=species:S:1:pos:R:3:forces:R:3
Ti 0.206706 -0.433599 0.352221 -0.159 -0.017 -0.104
C 3.203150 2.451017 0.960037 -0.003 0.004 -0.011
C 2.589818 1.289667 0.257519 0.011 -0.005 -0.023
O 1.329250 1.037170 0.562045 0.011 -0.121 0.047
C 3.240459 0.536674 -0.676280 0.001 -0.002 -0.007
C 2.594067 -0.422846 -1.493702 -0.047 -0.046 -0.029
C 3.303100 -0.983245 -2.678479 0.006 0.005 -0.001
N 1.334872 -0.772142 -1.261378 0.103 0.020 -0.003
N 0.715142 -1.539493 -2.232552 -0.007 0.033 0.018
C -0.561672 -1.492204 -2.050100 0.028 0.008 -0.008
O -1.037272 -0.779761 -1.013901 -0.016 -0.041 -0.024
C -1.510983 -2.192649 -2.917004 -0.050 0.041 0.025
C -2.881189 -1.987823 -2.756709 -0.009 -0.019 -0.013
C -3.778871 -2.648396 -3.578844 0.007 0.003 0.005
C -3.311286 -3.514560 -4.557725 0.009 -0.001 0.002
C -1.945812 -3.720720 -4.718478 -0.012 -0.005 -0.008
C -1.043548 -3.062811 -3.903218 0.016 0.002 -0.001
H 4.242963 2.584738 0.675501 0.001 -0.011 -0.003
H 3.143292 2.320021 2.041611 -0.001 0.014 0.002
H 2.651021 3.358639 0.708216 -0.007 -0.001 0.008
H 4.267854 0.774727 -0.905787 0.000 0.007 0.004
H 4.352291 -0.703916 -2.668465 -0.001 0.002 0.001
H 2.836217 -0.603416 -3.589578 0.003 -0.001 -0.001
H 3.196626 -2.066749 -2.708725 0.001 -0.001 0.001
H -3.241097 -1.304990 -1.998834 0.005 0.003 0.002
H -4.841366 -2.485158 -3.461423 -0.001 -0.001 -0.001
H -4.012803 -4.029544 -5.200061 0.001 -0.001 -0.002
H -1.586467 -4.394849 -5.483672 -0.002 -0.001 -0.001
H 0.020249 -3.214820 -4.023446 -0.002 0.001 0.000
C -1.612415 2.449776 -0.596493 0.002 -0.001 -0.016
P -1.588548 1.319092 0.810797 -0.027 -0.011 0.003
C -1.298239 2.329077 2.281893 0.016 0.000 0.017
C -3.260215 0.649859 0.962799 -0.012 -0.022 0.001
H -2.365320 3.223608 -0.440830 -0.003 -0.002 0.005
H -1.848253 1.893825 -1.503318 0.001 0.005 -0.002
H -0.635854 2.919609 -0.710162 -0.002 0.001 -0.003
H -2.052092 3.114273 2.352386 -0.003 0.000 -0.003
H -0.312234 2.788817 2.220175 -0.002 0.003 0.004
H -1.350614 1.713007 3.179887 0.001 0.005 0.002
H -3.983175 1.464086 1.028854 0.005 0.006 -0.002
H -3.343546 0.036082 1.859984 0.002 -0.003 -0.004
H -3.487618 0.040974 0.088743 0.001 -0.003 0.004
C -0.141611 -4.081177 4.256061 -0.017 0.010 -0.025
O -0.262936 -3.029196 3.247198 0.003 0.025 0.035
P 0.831345 -2.837654 2.123757 0.031 -0.208 0.194
O 0.997866 -1.145229 2.157219 0.189 0.082 -0.009
C 1.937045 -0.588690 3.127861 0.004 0.028 0.004
O -0.145422 -2.537186 0.802122 -0.127 0.345 0.072
C -1.300554 -3.411244 0.579676 0.052 -0.108 -0.125
H -0.155891 -3.600323 5.228295 0.003 0.001 0.001
H 0.784308 -4.637822 4.118432 -0.001 -0.005 0.008
H -0.998480 -4.737545 4.144906 0.003 -0.006 0.006
H 1.910459 0.488172 3.008665 -0.010 -0.002 0.004
H 2.935356 -0.973354 2.930625 -0.001 -0.005 -0.001
H 1.603745 -0.860314 4.126603 -0.001 -0.010 -0.001
H -1.588461 -3.307316 -0.459779 0.006 0.005 -0.017
H -2.103450 -3.110663 1.245757 0.003 0.007 0.000
H -1.002914 -4.438638 0.781172 -0.003 -0.005 -0.030
```
Forces are in eV/Å.



[3]
Here is a single C6H6S molecule from the OMol25 dataset. Energies are from ωB97M-V/def2-TZVPD.

Summary:
Multiplicity: 1
Kohn-Sham gap (spin up / spin down) (eV): 7.5 / 7.5
HOMO (spin up / spin down) (hartree): -0.2873 / -0.2872
Total charge: 0

Structure (XYZ):
```
13
Properties=species:S:1:pos:R:3:forces:R:3
C -1.253151 1.280136 -0.415460 -1.294 0.852 1.479
C -0.270465 0.980156 0.531395 -3.044 3.572 1.174
C -0.861991 1.541892 -1.753489 -0.479 1.767 0.456
C 0.207372 -0.463389 -1.137455 3.692 -2.517 0.973
C 0.769745 0.119965 0.098080 2.028 0.341 1.435
C -0.216851 -1.672250 -0.706897 -1.692 -1.300 -4.287
S 0.466780 0.835075 -2.435718 -1.633 -2.864 1.004
H -2.290635 1.593526 -0.080851 1.491 -0.043 -0.460
H -0.378433 1.476658 1.578572 0.406 -1.217 -1.810
H 1.821103 0.469484 0.131149 -0.395 0.333 -0.439
H 0.741342 -0.640061 0.892628 0.406 0.247 -0.149
H -0.827645 -2.388443 -1.336642 0.888 0.827 0.600
H 0.026883 -2.028884 0.277666 -0.375 0.003 0.024
```
Forces are in eV/Å.



[4]
Here is a single C3H5NO2 molecule from the OMol25 dataset. Energies are from ωB97M-V/def2-TZVPD.

Summary:
Multiplicity: 1
Kohn-Sham gap (eV): 11.5
HOMO (hartree): -0.3933
Total charge: 0

Structure (XYZ):
```
11
Properties=species:S:1:pos:R:3:forces:R:3
H -2.197411 0.016326 -1.445240 -0.085 0.217 0.158
N -1.323415 -0.028929 -0.933266 -0.113 0.250 0.235
C -1.297510 0.755865 0.052487 -0.116 -0.061 -0.343
O -0.254699 0.922588 0.910962 -0.009 0.152 0.020
C 1.003970 0.322264 0.796048 0.388 0.154 0.062
C 1.062651 -0.874901 -0.088631 0.117 -0.125 -0.015
O 1.909109 0.845607 1.376578 -0.570 -0.363 -0.192
H -2.081564 1.453313 0.350738 -0.022 -0.134 0.031
H 0.201863 -1.526312 0.064689 0.224 0.076 -0.068
H 0.981610 -0.471845 -1.095943 -0.015 -0.272 -0.149
H 1.995396 -1.413976 0.011580 0.200 0.105 0.259
```
Forces are in eV/Å.



Q: Which formula does entry 3 have?
A: C6H6S



Q: What is the formula in the second record?
A: C18H30N2O5P2Ti



Q: What is the formula in the first record?
A: C8H17N3OSi